ORCA calculation (ωB97M-V/def2-TZVPD) on C17H23N3OS in the gas phase.

The geometry in XYZ format:
```
45
Properties=species:S:1:pos:R:3
C 1.97211 1.60316 -2.31633
H 3.01736 1.49755 -2.58743
H 1.49940 2.35346 -2.94437
H 1.46105 0.64709 -2.39618
S 1.91660 2.14450 -0.58963
C 0.10479 2.36236 -0.42438
C -0.32855 2.28827 1.03342
H -1.22656 2.89213 1.17632
H 0.46333 2.70592 1.66008
C -0.66922 0.86628 1.53593
N 0.45242 -0.06185 1.42484
C 0.96768 -0.70706 0.35778
O 0.44947 -0.76422 -0.74582
C 2.24593 -1.46809 0.69428
H 1.93128 -2.30185 1.33120
C 3.29654 -0.60829 1.42853
H 3.13921 0.44685 1.19778
H 3.26625 -0.74256 2.51026
C 4.63377 -1.04985 0.83720
C 4.28985 -1.27787 -0.62977
H 4.16964 -0.31427 -1.12533
C 2.94952 -2.00893 -0.56495
H 3.11098 -3.08313 -0.47390
H 2.33878 -1.83355 -1.44940
H 5.04850 -1.85066 -1.16046
H 4.95991 -1.98570 1.29454
H 5.41317 -0.30306 0.97893
H 1.04059 -0.06762 2.24304
C -1.96541 0.40078 0.94688
N -3.10057 0.66228 1.53762
C -4.07028 0.15584 0.71102
C -5.45524 0.14726 0.83687
C -6.18424 -0.45124 -0.16833
C -5.56804 -1.03243 -1.27955
C -4.19613 -1.03523 -1.42653
C -3.45635 -0.43477 -0.42054
N -2.11279 -0.24759 -0.23966
H -1.33286 -0.57738 -0.80247
H -3.71796 -1.48378 -2.28447
H -6.18314 -1.48980 -2.04056
H -7.26211 -0.47524 -0.10075
H -5.92993 0.59572 1.69479
H -0.87566 0.95948 2.60834
H -0.13513 3.34028 -0.84510
H -0.36791 1.58678 -1.02374
```

Results
Lowest unoccupied orbital energy, eV: 0.6
Calculated total energy, Ha: -1299.34572
E_HOMO, eV: -8.29
Gap between HOMO and LUMO, eV: 8.9
Energy relative to the best compared isomer or geometry (same formula, charge and spin), kcal per mole: 6.6
SMILES string: CSCC[C@H](NC(=O)C1CCCC1)c1nc2ccccc2[nH]1

Here are the natural (NBO) charges for atoms 1 to 6, given in e:
1 C -0.740
2 H 0.227
3 H 0.215
4 H 0.234
5 S 0.155
6 C -0.526